[1]
Computed, not measured: C18H17N4O5P in the gas phase at a distorted geometry, with wB97M-V/def2-TZVPD.

Cartesian coordinates (Å):
P1 0.30574 0.21626 1.45722
O1 -0.95781 -0.93680 1.34923
O2 1.53566 -0.43645 1.16029
O3 0.28469 0.88466 2.93238
O4 -0.93319 1.88974 -1.50257
O5 -0.03520 -3.18927 -5.33136
N1 0.19238 1.54229 0.36593
N2 1.04506 0.76120 -1.87019
N3 -0.45187 -0.48440 -3.09028
N4 1.76924 -1.00930 -3.09039
C1 -4.34211 -0.09615 0.16618
C2 2.93846 3.25930 3.48919
C3 1.01184 -3.74865 -6.09526
C4 1.81450 2.67806 3.05791
C5 1.41014 1.39204 3.41920
C6 0.26385 -2.24126 -4.42690
C7 -2.22296 -0.43339 1.29991
C8 -0.70330 -1.41931 -4.03761
C9 -3.03622 -0.57305 0.21976
C10 1.52685 -2.02482 -3.89143
C11 -4.17210 0.48060 2.51311
C12 -4.92480 0.30214 1.36815
C13 0.06702 1.42100 -1.02158
C14 3.77272 2.42869 4.31061
C15 -2.87737 0.09802 2.45039
C16 2.20553 0.69086 4.28064
C17 3.36901 1.13234 4.72639
C18 0.81290 -0.18489 -2.75821
H1 -4.96163 -0.13377 -0.67292
H2 4.77183 2.76819 4.64861
H3 2.07627 -0.37053 4.63685
H4 -2.53937 -1.03220 -0.65474
H5 1.64159 -2.83604 -6.48309
H6 0.49556 -4.23835 -6.87023
H7 1.84950 0.42677 -1.38545
H8 -2.40279 0.16971 3.44272
H9 2.33791 -2.66160 -4.28064
H10 -5.93445 0.69649 1.26505
H11 3.44822 4.05158 3.03092
H12 -0.69524 2.00200 0.64197
H13 -1.72665 -1.55930 -4.41561
H14 1.02108 3.16536 2.41360
H15 -4.63442 1.01083 3.38683
H16 1.65873 -4.45798 -5.61305
H17 3.92524 0.59941 5.45848

Structure (SMILES): COc1cnc(NC(=O)NP(=O)(Oc2ccccc2)Oc2ccccc2)nc1
Multiplicity: 1
HOMO-LUMO gap (hartree): 0.3439
Electronic energy (Eh): -1632.7028
HOMO (eV): -8.73
Net charge: 0

Atomic partial charges in e from the Löwdin method, atoms 1 to 2: 0.58, -0.07

[2]
Computed, not measured: a molecular structure, C18H17NSc at a distorted geometry, with wB97M-V/def2-TZVPD.

Cartesian coordinates (Å):
Sc1 0.26836 -0.09502 -1.22982
N1 1.67728 1.32931 -1.72952
C1 -2.16054 0.45534 0.93012
C2 1.02188 2.53018 -3.82759
C3 0.43014 -2.49904 -1.08076
C4 1.39535 -0.27331 1.89231
C5 1.20676 -2.06291 -2.20634
C6 2.14793 -0.43847 3.04632
C7 0.64201 1.93973 -2.63555
C8 1.54735 -0.31076 4.31784
C9 -2.00291 0.43091 3.36302
C10 -1.01881 -1.52448 -2.60914
C11 -2.76328 0.58669 2.22135
C12 0.30648 -1.48227 -3.16346
C13 -0.00432 0.01484 1.96485
C14 0.19150 -0.02503 4.42647
C15 -0.73426 1.71638 -2.20280
C16 -0.61579 0.14233 3.28049
C17 -0.82423 0.17665 0.83933
C18 -0.94180 -2.17769 -1.33778
H1 1.87808 -0.35808 0.90491
H2 3.21201 -0.66597 2.97030
H3 0.81126 -3.02974 -0.20798
H4 0.22668 2.86529 -4.48693
H5 0.57468 -1.10795 -4.15309
H6 2.15274 -0.43600 5.21503
H7 -1.07788 2.29622 -1.33288
H8 -3.82742 0.81122 2.29070
H9 -1.78632 -2.40502 -0.68760
H10 2.62219 1.57084 -2.01778
H11 -2.78248 0.58258 0.04169
H12 -1.92778 -1.16915 -3.09625
H13 -1.46566 1.62085 -3.00757
H14 2.06710 2.57587 -4.11810
H15 2.28274 -2.18888 -2.33637
H16 -2.44847 0.52774 4.35629
H17 -0.28057 0.07679 5.40629

Multiplicity: 1
HOMO-LUMO gap (hartree): 0.2269
Electronic energy (Eh): -1511.6101
HOMO (eV): -3.22
Net charge: -1

Atomic partial charges in e from the Löwdin method, atoms 1 to 2: 0.83, -0.11

[3]
Computed, not measured: a molecular structure, C18H18BrCl3GeN3O7P2Rb at a distorted geometry, with wB97M-V/def2-TZVPD.

Cartesian coordinates (Å):
Rb1 1.33125 0.34874 0.33577
Br1 -4.78419 5.27143 2.82584
Ge1 0.25582 2.36055 -2.11676
Cl1 0.10771 4.62031 -2.34537
Cl2 0.18813 1.81432 -4.44113
Cl3 2.42935 2.11500 -1.69637
P1 1.26204 -1.85670 2.52952
P2 3.90174 -1.23391 1.24639
O1 0.90392 -0.63002 3.31920
O2 0.74887 -3.15788 3.39474
O3 0.82420 -2.01014 1.12807
O4 3.66891 0.22971 1.47928
O5 3.60543 -1.87688 -0.04528
O6 5.48306 -1.54792 1.63502
O7 -0.15176 2.53024 0.17630
N1 3.35831 -0.88275 3.77827
N2 -2.11957 1.23509 -1.42303
N3 -0.27556 -0.60875 -2.19912
C1 -2.02596 4.82827 2.20158
C2 -0.98644 4.20917 1.56505
C3 -3.32887 4.40071 1.95163
C4 3.11998 -1.95744 2.78033
C5 -1.17077 3.13158 0.65572
C6 -2.52661 2.74230 0.39792
C7 -3.75880 0.22869 -2.88740
C8 -1.51773 -0.69252 -2.70912
C9 0.61073 -1.51231 -2.53125
C10 -3.57607 3.37035 1.08363
C11 -0.92584 -2.68816 -3.93529
C12 -1.89652 -1.71329 -3.62385
C13 0.32078 -2.59561 -3.37899
C14 -2.87299 1.67967 -0.49251
C15 -2.49974 0.26633 -2.30871
C16 -3.19411 -1.72077 -4.17297
C17 3.65227 -3.30121 3.20826
C18 -4.09722 -0.75467 -3.81863
H1 3.72054 -0.09862 3.16557
H2 0.48492 -3.81431 2.75156
H3 -3.46025 -2.49479 -4.88040
H4 3.46101 -4.01321 2.40561
H5 -1.83749 5.63267 2.89735
H6 3.96285 -1.12247 4.55784
H7 -1.18052 -3.49769 -4.60793
H8 -5.08588 -0.75198 -4.25966
H9 -3.85572 1.21505 -0.31157
H10 1.60441 -1.40850 -2.10761
H11 2.35356 -0.59076 4.01803
H12 5.84554 -2.01181 0.88395
H13 0.03091 4.52300 1.75277
H14 1.07930 -3.33530 -3.58712
H15 4.72992 -3.25308 3.37667
H16 3.15603 -3.65295 4.11487
H17 -4.58912 3.04404 0.89215
H18 -4.48375 0.98918 -2.62881

Multiplicity: 2
Energy above the lowest of the compared OMol25 structures with the same formula, charge and spin (kcal/mol): 24.3
HOMO-LUMO gap (spin up / spin down) (hartree): 0.2387 / 0.2349
Electronic energy (Eh): -8126.4571
HOMO (spin up / spin down) (eV): -4.54 / -5.27
Net charge: -1

Atomic partial charges in e from the Löwdin method, atoms 1 to 2: 0.99, 0.67

[4]
Computed, not measured: a molecular structure, C18H18Cl4N5ReS at a distorted geometry, with wB97M-V/def2-TZVPD.

Cartesian coordinates (Å):
Re1 -0.27569 -0.27939 0.52474
Cl1 -0.98190 -2.14242 -1.03834
Cl2 4.29830 -1.38754 -2.04789
Cl3 0.26522 3.16738 3.72707
Cl4 -0.30168 -2.06654 2.74623
S1 1.75925 -0.52177 -0.43711
N1 0.00625 0.69651 2.02390
N2 -2.90739 3.04530 -0.44146
N3 -1.86197 2.41319 -2.52964
N4 -1.06486 1.43683 -0.42588
N5 -0.67048 3.79833 -0.95414
C1 1.63033 -3.99685 -3.44092
C2 -0.08082 -1.06665 5.26643
C3 -1.93989 4.14114 -0.31121
C4 1.67050 -1.86298 -1.60734
C5 0.15085 1.29795 5.67438
C6 0.13544 1.54275 4.31172
C7 -0.11335 2.63846 -0.31882
C8 -1.32454 1.23318 -1.91186
C9 2.79978 -3.29074 -3.21297
C10 0.46660 -3.65332 -2.76808
C11 -2.38504 1.87131 0.19933
C12 0.53484 -2.60363 -1.88261
C13 -0.08714 -0.78480 3.91504
C14 0.02938 0.49569 3.39533
C15 -3.11779 2.77474 -1.86697
C16 -0.91451 3.52036 -2.36983
C17 2.81953 -2.24034 -2.30959
C18 0.04832 -0.00274 6.14564
H1 -0.37543 0.96144 -2.37710
H2 0.23929 2.12830 6.35889
H3 -1.32790 4.40941 -2.84461
H4 1.62154 -4.81385 -4.14651
H5 -3.83518 1.95976 -1.97867
H6 0.06582 -0.19046 7.20970
H7 -1.76591 4.34460 0.74623
H8 0.05913 2.82121 0.73777
H9 0.02789 3.26455 -2.85656
H10 -2.35219 5.03192 -0.78368
H11 -3.09310 1.04576 0.09529
H12 3.70903 -3.55191 -3.73321
H13 -2.19714 2.06410 1.25458
H14 -2.03362 0.41157 -2.02003
H15 -0.45640 -4.18991 -2.92398
H16 -0.17385 -2.08253 5.61990
H17 -3.52325 3.66783 -2.34051
H18 0.82394 2.35490 -0.79824

Multiplicity: 4
HOMO-LUMO gap (spin up / spin down) (hartree): 0.2693 / 0.2546
Electronic energy (Eh): -3287.4635
HOMO (spin up / spin down) (eV): -10.82 / -11.61
Net charge: +1

Atomic partial charges in e from the Löwdin method, atoms 1 to 2: 0.91, 0.67

Number 2 is which compound?
C18H17NSc

What is the multiplicity in the first record?
1